1.
This record from the Open Molecules 2025 dataset describes a cluster of 3 separate species, C8H17Cl6O4P in total. The level of theory is ωB97M-V/def2-TZVPD.

Its SMILES is CCOP(=O)(OCC)OCC.ClC(Cl)Cl.ClC(Cl)Cl. As for the energy relative to the best compared isomer or geometry (same formula, charge and spin): 0.00 kJ/mol. As for the charge: 0.

Geometry (Å):
C: 1.54 0.20 -3.15
C: 0.76 1.41 -2.66
O: 0.25 1.15 -1.33
P: -0.13 2.43 -0.48
O: 0.88 3.46 -0.35
O: -0.60 1.85 0.91
C: -1.27 0.57 1.04
C: -2.46 0.71 1.96
O: -1.46 2.88 -1.21
C: -2.03 4.16 -0.88
C: -3.12 4.03 0.15
H: 1.85 -0.40 -2.30
H: 0.93 -0.43 -3.79
H: 2.42 0.52 -3.72
H: 1.38 2.30 -2.66
H: -0.09 1.60 -3.32
H: -1.56 0.17 0.07
H: -0.53 -0.10 1.49
H: -3.20 -0.07 1.74
H: -2.19 0.63 3.01
H: -2.97 1.66 1.77
H: -1.23 4.83 -0.54
H: -2.42 4.58 -1.81
H: -2.71 3.98 1.16
H: -3.77 4.91 0.11
H: -3.71 3.15 -0.07
C: 2.99 -2.58 1.15
Cl: 3.75 -3.45 -0.17
Cl: 2.73 -3.64 2.54
Cl: 1.47 -1.86 0.62
H: 3.63 -1.77 1.47
C: 2.26 -7.31 1.89
Cl: 0.77 -6.58 2.49
Cl: 2.16 -7.56 0.14
Cl: 2.63 -8.81 2.70
H: 3.05 -6.59 2.04

2.
This record from the Open Molecules 2025 dataset describes the ion C8H17ClN5 with charge +1. The level of theory is ωB97M-V/def2-TZVPD.

The spin multiplicity is 3. As for the charge: +1.

Geometry (Å):
C: -0.52 -0.50 -0.41
C: -0.85 0.76 0.15
C: -1.42 -1.60 -0.02
C: 0.12 -3.50 0.63
C: 1.48 1.56 0.56
C: -0.25 2.89 -1.02
C: -1.16 -3.11 -0.14
C: 0.04 2.07 0.27
N: -2.58 -1.36 0.52
N: -1.98 0.82 0.83
N: -3.05 -0.12 0.63
N: -2.47 1.96 1.51
N: 0.84 -0.74 -0.96
Cl: -3.81 0.32 -1.07
H: 1.01 -3.70 0.08
H: -0.14 -4.40 1.36
H: 0.27 -2.62 1.40
H: 2.10 2.50 0.80
H: 1.84 0.93 -0.33
H: 1.42 0.99 1.43
H: -1.36 3.08 -1.05
H: -0.07 2.25 -1.83
H: 0.56 3.76 -1.02
H: -2.08 -3.62 0.15
H: -0.98 -3.43 -1.12
H: -0.25 2.49 1.23
H: -3.46 2.02 1.34
H: -2.39 1.82 2.48
H: 1.46 -1.01 -0.23
H: 1.00 0.09 -1.49
H: 0.79 -1.54 -1.58

3.
This record from the Open Molecules 2025 dataset describes a structure of composition C8H17CoN5S. The level of theory is ωB97M-V/def2-TZVPD.

The spin multiplicity is 5. As for the energy relative to the best compared isomer or geometry (same formula, charge and spin): 0.00 kJ/mol. As for the charge: +3.

Geometry (Å):
Co: -0.06 -0.01 0.17
N: -0.40 -2.00 0.70
C: -1.90 -2.14 0.66
C: -2.46 -1.44 -0.56
N: -1.95 -0.04 -0.70
C: -2.74 1.01 0.03
C: -2.31 1.16 1.48
N: -0.82 1.33 1.56
H: -0.01 -2.67 0.04
H: -0.08 -2.31 1.61
H: -2.30 -1.73 1.59
H: -2.18 -3.20 0.64
H: -3.55 -1.45 -0.52
H: -2.17 -1.98 -1.46
H: -2.01 0.19 -1.68
H: -3.81 0.78 -0.02
H: -2.59 1.95 -0.50
H: -2.58 0.30 2.08
H: -2.81 2.03 1.92
H: -0.52 1.22 2.53
H: -0.58 2.29 1.32
S: 0.95 2.34 -1.74
C: 2.24 1.31 -1.26
N: 3.50 1.56 -1.70
C: 4.56 0.81 -1.36
C: 4.35 -0.27 -0.52
C: 3.05 -0.51 -0.09
N: 2.01 0.27 -0.46
H: 3.63 2.37 -2.32
H: 5.52 1.10 -1.76
H: 5.17 -0.90 -0.22
H: 2.83 -1.35 0.56

4.
This record from the Open Molecules 2025 dataset describes a structure of composition C8H17CrF5N2O3STe. The level of theory is ωB97M-V/def2-TZVPD.

The spin multiplicity is 5. As for the energy relative to the best compared isomer or geometry (same formula, charge and spin): 350.89 kJ/mol. As for the charge: 0.

Geometry (Å):
Cr: -0.09 -0.22 0.90
C: -0.69 -0.34 -2.10
C: 0.74 -0.82 -1.87
N: 1.33 -0.18 -0.67
C: 2.01 1.11 -0.92
C: 1.06 2.27 -1.18
S: -0.24 2.42 0.08
C: -1.78 2.24 -0.87
C: -2.41 0.85 -0.79
N: -1.40 -0.23 -0.81
H: -1.21 -1.03 -2.77
H: -0.69 0.63 -2.58
H: 1.36 -0.62 -2.75
H: 0.74 -1.90 -1.69
H: 2.02 -0.82 -0.28
H: 2.69 1.01 -1.77
H: 2.59 1.33 -0.02
H: 0.59 2.21 -2.16
H: 1.65 3.19 -1.15
H: -1.57 2.55 -1.89
H: -2.47 2.96 -0.44
H: -3.11 0.73 -1.63
H: -2.96 0.76 0.14
H: -1.88 -1.11 -0.61
F: 1.65 1.56 1.97
Te: -0.07 1.42 3.24
F: -1.11 0.76 4.65
F: -1.03 3.08 3.66
F: -1.75 1.07 2.05
F: 1.28 1.50 4.55
O: 0.16 -0.40 2.71
C: 1.14 -4.25 0.77
O: 1.13 -2.82 0.82
C: -0.08 -2.23 0.69
O: -1.07 -2.87 0.43
H: 2.18 -4.55 0.90
H: 0.75 -4.60 -0.19
H: 0.53 -4.66 1.57

no.,energy (a.u.),largest force on an atom (Eh/bohr)
1,-3718.58165,0.014
2,-1048.44808,0.120
3,-2368.74525,0.002
4,-2860.27857,0.026